The following is a DFT calculation (ωB97M-V/def2-TZVPD) of a structure of composition C23H96BBrI2N3O30P2 in a non-equilibrium geometry.

Calculated values
Charge: +1
Spin multiplicity: 1
Highest occupied orbital energy in eV: -10.3
Orbital gap in eV: 8.02
F_max in eV Å⁻¹: 2.68

Element x y z (Å)
C: 1.4250 -2.9270 1.8781
C: 1.0075 -2.7850 0.4065
C: -0.4944 -2.7332 0.2133
Br: -1.2092 -4.4522 0.8133
C: -0.9689 -2.2933 -1.2273
C: -0.9296 -3.4281 -2.2445
C: 0.4824 -3.9468 -2.5481
C: 0.8064 -5.3446 -2.0482
O: 1.9705 -5.8514 -2.6822
C: 3.1260 -5.2984 -2.1006
O: -0.0137 -1.3164 -1.6511
C: -0.1517 0.1395 -1.7039
C: 1.2595 0.5903 -1.3455
P: -0.2032 0.4805 -3.6314
C: 0.4952 -1.0613 -4.3356
C: 1.2540 1.5160 -4.0612
C: 1.3531 2.9832 -3.6380
C: -1.2894 0.7513 -0.7180
C: -0.6098 1.3109 0.5448
C: 0.0277 0.3917 1.5567
O: -1.0087 -0.0934 2.4305
C: -0.5872 -0.4419 3.6737
O: -1.3093 -0.3382 4.6537
C: -2.2376 1.9348 -1.1435
I: -2.0026 3.0685 -2.9222
C: -3.2950 2.4092 -0.4322
C: -4.1792 3.5601 -0.8240
I: -4.0712 1.6867 1.4042
N: -2.2634 -0.3651 -0.3411
C: -2.3448 -1.6505 -1.1653
P: -3.1260 -1.1698 -2.7909
N: -4.5003 -1.8999 -3.0069
B: -3.5847 -2.5296 -0.5046
O: -3.8841 -3.7830 -0.9142
N: -4.3303 -1.8580 0.5263
C: -5.7736 -2.1566 0.5032
C: -3.7871 -2.1338 1.8668
H: 2.3269 -2.3711 2.0738
H: 0.6184 -2.6466 2.5489
H: 1.6214 -3.9731 2.0931
H: 1.4202 -3.6335 -0.1205
H: 1.4842 -1.8985 0.0124
H: -0.9306 -2.0388 0.9202
H: -1.3457 -3.0814 -3.1835
H: -1.5613 -4.2511 -1.9252
H: 0.6179 -4.0027 -3.6257
H: 1.2246 -3.2370 -2.2053
H: -0.0040 -6.0262 -2.2885
H: 1.0052 -5.3515 -0.9773
H: 3.1390 -4.2075 -2.1607
H: 3.2011 -5.5725 -1.0452
H: 4.0060 -5.6720 -2.6083
H: 1.5499 0.2857 -0.3456
H: 1.9403 0.0809 -2.0137
H: 1.3923 1.6597 -1.4071
H: -0.2653 -1.7768 -4.6189
H: 0.9855 -0.7476 -5.2547
H: 1.2581 -1.5147 -3.7124
H: 1.2399 1.4666 -5.1468
H: 2.1776 1.0192 -3.7728
H: 0.8859 3.6271 -4.3779
H: 2.3894 3.2764 -3.5829
H: 0.9091 3.2052 -2.6764
H: 0.0864 2.0855 0.2512
H: -1.3323 1.8880 1.1162
H: 0.7292 0.9993 2.1238
H: 0.5937 -0.4387 1.1536
H: 0.4300 -0.8428 3.6926
H: -3.6013 4.4698 -0.9549
H: -4.7185 3.3283 -1.7387
H: -4.9202 3.7548 -0.0630
H: -2.2373 -0.5953 0.6568
H: -3.2083 0.0127 -0.4469
H: -2.2424 -1.3465 -3.8513
H: -3.3352 0.2108 -2.6461
H: -4.4863 -2.3684 -3.9040
H: -3.7990 -3.8966 -1.8656
H: -5.9986 -3.0345 1.1023
H: -6.1086 -2.2831 -0.5160
H: -6.3014 -1.3155 0.9415
H: -2.7144 -1.9462 1.9200
H: -4.2450 -1.4680 2.5909
H: -3.9723 -3.1551 2.1855
O: -2.7201 -4.0248 4.2760
H: -2.7722 -3.3740 4.9847
H: -1.9420 -3.7697 3.7714
O: -5.6765 -1.9908 4.4248
H: -5.3342 -2.8798 4.5661
H: -6.6323 -2.0976 4.4475
O: -2.0830 -0.6063 -6.4147
H: -1.7846 -0.1506 -5.6158
H: -2.9800 -0.2776 -6.5518
O: -1.0372 3.3016 3.0052
H: -0.9183 4.1627 3.4294
H: -0.9495 2.6786 3.7324
O: -0.7230 -8.1711 0.5601
H: -0.8954 -7.2337 0.4374
H: -1.2044 -8.6093 -0.1469
O: -4.8758 -1.5010 -6.0121
H: -5.7924 -1.7768 -6.1174
H: -4.3826 -2.0821 -6.6034
O: 6.7206 -5.2838 -2.3382
H: 7.3160 -6.0084 -2.1207
H: 7.0156 -4.9794 -3.2015
O: 5.8774 -4.0179 0.2259
H: 6.2669 -4.6562 0.8318
H: 6.1016 -4.3517 -0.6566
O: 6.9740 -1.9028 2.1941
H: 6.6797 -1.0837 1.7861
H: 6.7589 -2.5858 1.5481
O: -8.5453 -3.3758 0.5352
H: -8.2479 -4.1539 0.0547
H: -9.4622 -3.2643 0.2679
O: 3.6719 2.5545 -1.0367
H: 3.4006 3.1211 -0.3080
H: 4.4103 3.0191 -1.4456
O: 1.1264 3.2940 5.2058
H: 1.8663 2.6941 5.0565
H: 0.6877 2.9389 5.9871
O: 4.6743 3.9184 -4.1241
H: 4.5644 4.8723 -4.1821
H: 4.2090 3.5767 -4.8936
O: 2.1027 6.0030 6.0233
H: 1.3462 5.4098 5.9754
H: 2.3273 6.1558 5.0936
O: 4.0887 3.8338 4.7090
H: 3.7667 4.4097 5.4188
H: 4.9373 4.2135 4.4425
O: 3.0957 6.2501 3.3276
H: 3.4895 5.3945 3.5555
H: 3.0723 6.2777 2.3697
O: 4.0314 -1.6845 0.7308
H: 4.5812 -2.4788 0.7639
H: 4.1868 -1.3301 -0.1504
O: -0.7864 6.3848 3.9953
H: -1.3679 7.0784 3.6749
H: -0.2246 6.8485 4.6281
O: 5.0526 6.5138 6.9724
H: 5.2032 7.0720 7.7389
H: 4.1614 6.7367 6.6792
O: 1.2634 1.5481 -7.5972
H: 0.4585 1.0188 -7.5977
H: 1.4576 1.7034 -8.5257
O: 6.4192 4.4176 2.9655
H: 6.9156 3.5985 3.0570
H: 6.8052 4.8594 2.2051
O: 0.1349 9.0088 4.7979
H: -0.1222 9.5952 5.5150
H: 0.9700 9.3608 4.4766
O: -6.1221 0.3404 -1.7599
H: -5.7177 -0.4505 -2.1563
H: -6.9808 0.3850 -2.1900
O: 5.3556 -1.7380 5.0805
H: 4.7063 -2.4452 5.0883
H: 5.7471 -1.7720 4.1991
O: -1.6136 7.1569 -2.6201
H: -1.1908 6.3056 -2.4758
H: -2.5319 6.9444 -2.8083

Cartesian forces, eV/Å:
C -0.4 -0.6 -0.2
C 0.4 0.0 0.6
C 0.1 0.1 -0.6
Br -0.2 0.1 0.1
C 0.1 0.1 0.3
C 0.4 -0.3 -0.1
C 0.0 -0.1 -0.3
C 0.4 0.0 -0.1
O -0.1 0.1 -0.1
C 0.2 0.0 0.1
O -0.4 0.4 0.4
C 0.4 -0.3 -0.7
C -0.3 -0.2 0.7
P -0.9 -0.2 -0.5
C 0.5 0.2 0.1
C 0.3 0.4 0.2
C -0.1 0.0 -0.3
C 0.2 0.2 -0.2
C -0.5 0.2 0.4
C 0.5 0.1 0.0
O -0.1 0.0 0.4
C -1.8 0.3 1.8
O 1.5 -0.4 -2.2
C -0.7 0.4 0.0
I 0.1 0.0 0.3
C 0.4 -0.4 0.0
C -0.1 0.1 -0.1
I 0.3 -0.3 0.1
N -0.1 -0.4 -0.6
C -0.1 0.3 0.2
P -0.8 -0.2 -0.5
N 0.4 -0.2 0.4
B -0.1 0.0 0.1
O -0.3 0.1 -0.2
N 0.1 -0.7 -0.1
C 0.3 0.3 0.3
C -0.1 0.8 0.1
H 0.1 0.3 0.1
H -0.1 0.2 0.2
H 0.1 -0.1 0.2
H 0.1 0.0 -0.3
H -0.1 0.1 -0.3
H 0.1 0.1 0.3
H -0.1 0.2 -0.1
H -0.1 -0.1 0.2
H -0.1 0.0 -0.2
H 0.1 0.1 0.1
H -0.1 -0.2 0.1
H -0.4 -0.2 0.3
H 0.0 0.1 -0.1
H 0.0 -0.1 0.2
H 0.0 -0.2 -0.2
H 0.0 0.0 0.1
H 0.2 0.1 -0.1
H 0.1 0.1 -0.2
H -0.1 -0.2 0.1
H 0.0 0.0 -0.2
H 0.0 -0.2 0.1
H 0.0 0.0 -0.2
H 0.0 -0.3 0.1
H -0.2 0.1 0.0
H 0.3 0.0 0.1
H 0.0 0.0 0.2
H 0.2 0.0 -0.3
H -0.1 -0.1 0.1
H 0.0 0.1 0.2
H -0.1 -0.2 -0.1
H 0.2 0.1 0.1
H 0.1 0.1 -0.2
H 0.0 0.0 -0.2
H -0.1 0.0 0.1
H 0.2 0.1 0.1
H -0.2 0.1 0.4
H 0.3 0.2 0.1
H 0.4 0.1 0.1
H -0.5 0.1 -0.2
H 0.1 -0.1 -0.1
H -0.1 -0.2 -0.1
H -0.1 -0.1 -0.2
H -0.1 0.1 0.0
H 0.2 -0.1 0.0
H -0.1 0.1 0.1
H 0.0 -0.2 0.0
O -0.1 0.1 0.1
H 0.1 0.0 0.1
H 0.0 -0.1 -0.1
O 0.0 -0.1 0.0
H 0.0 0.0 0.0
H 0.0 0.0 0.0
O 0.0 0.0 0.0
H 0.1 0.2 0.0
H 0.0 0.0 0.0
O -0.1 -0.1 -0.1
H 0.1 0.2 -0.1
H 0.0 0.0 0.1
O 0.1 0.0 0.0
H 0.0 0.1 0.0
H 0.0 0.0 0.0
O 0.1 -0.2 -0.1
H -0.1 0.1 0.0
H 0.0 0.0 0.0
O 0.0 0.0 0.1
H 0.0 -0.1 0.0
H 0.0 0.1 0.0
O 0.0 0.0 0.2
H -0.1 -0.1 0.0
H 0.1 0.0 -0.2
O 0.0 0.0 0.2
H -0.1 0.0 0.0
H 0.0 0.1 -0.1
O 0.0 0.0 0.0
H 0.0 0.0 0.0
H -0.1 0.0 0.0
O 0.0 0.0 0.1
H 0.1 0.0 0.1
H 0.0 0.0 -0.2
O -0.3 -0.3 0.1
H 0.2 0.2 0.0
H 0.0 0.0 0.0
O 0.0 0.0 0.1
H 0.0 0.1 0.0
H 0.0 0.0 -0.1
O 0.2 0.2 -0.1
H 0.1 -0.2 0.0
H -0.2 0.2 -0.1
O -0.2 0.4 -0.1
H 0.0 -0.1 0.2
H 0.2 -0.1 0.1
O 0.1 0.0 0.1
H 0.0 -0.2 -0.1
H -0.1 0.1 -0.1
O 0.0 0.1 -0.1
H 0.0 -0.1 -0.1
H 0.0 0.1 0.0
O 0.0 -0.4 0.0
H 0.0 0.1 0.0
H 0.1 0.1 -0.1
O 0.0 0.0 -0.2
H 0.0 0.0 0.1
H -0.1 -0.1 0.1
O -0.1 0.0 0.2
H 0.0 0.0 -0.1
H 0.0 0.0 0.0
O -0.1 -0.1 0.0
H 0.0 0.0 0.0
H 0.0 0.1 0.0
O -0.1 0.0 0.0
H 0.0 0.0 0.1
H 0.1 0.0 0.0
O 0.2 0.0 -0.1
H -0.1 -0.1 -0.1
H -0.1 0.1 0.1
O -0.1 0.1 -0.1
H 0.0 -0.1 0.0
H 0.2 -0.1 -0.1
O 0.0 0.0 0.0
H 0.0 -0.1 0.0
H -0.1 0.0 0.0


The following is a DFT calculation (ωB97M-V/def2-TZVPD) of a structure of composition C24H10Cl7HfN4O2SbSe4 in a non-equilibrium geometry.

Calculated values
Charge: -2
Spin multiplicity: 1
Highest occupied orbital energy in eV: -1.9
Energy above the lowest of the compared OMol25 structures with the same formula, charge and spin in kcal/mol: 39.3
Orbital gap in eV: 5.72
F_max in eV Å⁻¹: 1.64

Element x y z (Å)
Hf: -0.6258 0.5472 0.2560
Cl: 4.7442 -2.8649 -2.1316
C: 3.3854 -2.4747 -1.1189
C: 2.2538 -1.9300 -1.7074
C: 1.1582 -1.5892 -0.9252
N: 0.0628 -0.8485 -1.3692
C: -0.2741 -0.8166 -2.6643
O: 0.0816 -1.5678 -3.5680
C: -1.1556 0.3645 -2.9828
C: -1.6559 0.5251 -4.2587
C: -2.2733 1.7270 -4.5787
C: -2.3429 2.7177 -3.6199
C: -1.8413 2.4664 -2.3489
N: -1.2647 1.3101 -2.0337
C: 1.1878 -1.8428 0.4615
C: 2.3281 -2.3845 1.0324
C: 3.4273 -2.6918 0.2445
Cl: 4.8418 -3.3520 1.0115
N: 0.0736 -1.3962 1.1572
C: -0.3953 -2.1037 2.1875
O: -0.0107 -3.1924 2.6117
C: -1.4919 -1.3769 2.9006
C: -2.2781 -2.0174 3.8495
C: -3.1465 -1.2504 4.5999
C: -3.1756 0.1227 4.4023
C: -2.3957 0.6703 3.3984
N: -1.5854 -0.0739 2.6355
H: 2.2318 -1.7574 -2.7718
H: -1.5249 -0.2770 -4.9690
H: -2.6881 1.8868 -5.5655
H: -2.8183 3.6675 -3.8133
H: -1.9042 3.1911 -1.5476
H: 2.3597 -2.5716 2.0940
H: -2.1667 -3.0828 3.9793
H: -3.7915 -1.7118 5.3369
H: -3.8280 0.7602 4.9812
H: -2.4117 1.7275 3.1488
Cl: 1.3559 1.0803 2.6458
C: 2.3207 1.3409 1.2079
C: 1.6413 1.3755 -0.0053
C: 2.4531 1.6545 -1.1005
Cl: 1.7683 1.7177 -2.6976
C: 3.8228 1.8758 -1.0026
Cl: 4.7752 2.2433 -2.3990
C: 4.4503 1.7903 0.2336
Cl: 6.1511 2.0264 0.3788
C: 3.6869 1.5153 1.3651
Cl: 4.4428 1.3945 2.9088
Se: -4.9248 2.4585 -0.8831
Sb: -3.6146 1.0117 0.4850
Se: -1.3056 2.8996 0.9504
Se: -3.0361 -1.4345 -0.8160
Se: -5.0768 -1.4596 0.4146

Cartesian forces, eV/Å:
Hf 0.6 0.0 -0.1
Cl 0.1 0.0 -0.1
C -0.1 0.0 -0.1
C 0.0 0.0 -0.1
C 0.2 -0.2 0.0
N 0.2 0.2 0.1
C -0.2 0.0 -0.1
O 0.0 0.0 0.0
C 0.1 0.2 -0.2
C 0.0 0.1 0.1
C 0.0 0.0 0.1
C 0.0 -0.1 0.0
C -0.1 0.0 -0.1
N -0.1 -0.4 0.3
C 0.5 -0.3 -0.7
C -0.1 -0.1 0.1
C 0.0 0.0 0.1
Cl 0.1 0.0 0.0
N 0.1 0.4 0.0
C 0.0 -0.2 0.1
O -0.1 0.1 -0.1
C -0.1 0.1 0.2
C 0.1 0.2 0.0
C 0.0 0.0 0.0
C 0.1 0.0 -0.1
C 0.0 -0.1 0.0
N -0.2 0.0 0.0
H 0.0 0.0 0.0
H 0.0 0.0 0.0
H 0.0 0.0 0.0
H 0.0 0.0 0.0
H 0.0 0.0 0.0
H 0.0 0.0 0.0
H 0.0 0.0 0.0
H 0.0 0.0 0.0
H 0.0 0.0 0.0
H 0.0 0.0 0.0
Cl 0.2 -0.1 0.0
C -0.2 0.1 0.1
C -0.1 -0.5 0.2
C -0.2 -0.1 0.0
Cl 0.0 0.0 0.0
C 0.2 0.1 0.0
Cl 0.0 0.0 0.0
C -0.1 0.0 0.2
Cl 0.1 0.0 0.0
C 0.1 0.1 -0.2
Cl 0.0 0.0 0.1
Se -0.1 0.1 -0.2
Sb -1.6 -0.3 -0.2
Se 0.0 -0.1 -0.1
Se -0.3 0.6 0.6
Se 0.7 0.2 -0.2